20
Properties=species:S:1:pos:R:3:forces:R:3 method="wB97M-V/def2-TZVPD" multiplicity=1 charge=0 smiles="CCC(N)=O.CC" e_tot_ev=-8933.654 e_above_lowest_kcal_mol=8.2
C 2.061418 1.165150 -0.613565 0.3 0.6 0.6
C 0.758982 0.459090 -0.300055 -0.1 0.4 -0.2
C -0.449442 1.050639 -1.002232 -0.5 -0.6 0.8
N -0.536355 0.905375 -2.358632 -0.3 -0.3 -1.0
O -1.368377 1.541218 -0.377282 0.1 0.1 -0.1
H 1.961667 2.239446 -0.460784 -0.1 0.1 0.1
H 2.397187 1.048581 -1.643264 0.1 -0.3 0.1
H 2.802591 0.830681 0.124142 0.2 0.0 -0.6
H 0.843044 -0.565528 -0.606759 0.0 -0.7 -0.2
H 0.575448 0.438642 0.777711 -0.2 0.3 -0.2
H -1.468791 0.780293 -2.730684 0.0 0.6 0.3
H 0.116815 0.391710 -2.926505 0.5 -0.1 0.5
C -1.104214 -2.040729 2.001871 0.8 -0.1 -0.2
C 0.352784 -2.375025 2.304768 -0.2 -0.2 0.1
H -1.798050 -2.805948 2.331541 -0.1 0.1 0.6
H -1.245385 -1.071506 2.473502 -0.9 0.1 -0.4
H -1.236186 -2.051489 0.924243 -0.1 0.7 -0.2
H 1.020958 -1.618606 1.870409 -0.1 -0.3 0.1
H 0.576424 -3.355468 1.894018 0.4 -0.1 0.1
H 0.516971 -2.377423 3.386233 0.1 -0.1 -0.1

12
Properties=species:S:1:pos:R:3:forces:R:3 method="wB97M-V/def2-TZVPD" multiplicity=1 charge=+1 e_tot_ev=-22363.541 e_above_lowest_kcal_mol=59.5
C -0.027926 0.931341 -0.239366 -4.9 -2.1 4.2
C -2.091667 -0.010043 0.869269 -1.9 -2.1 -0.3
C 0.984455 1.496130 -0.909687 4.0 2.0 -2.4
N -0.906598 0.530389 0.419387 3.0 1.5 -2.3
N -2.710352 0.531172 1.781852 1.8 0.9 -0.4
I 2.887102 -2.708040 -0.234621 0.1 -0.2 0.0
I -2.511288 -1.848534 -0.409981 0.2 1.4 1.1
H 1.894599 0.852599 -0.841168 -0.3 0.4 0.6
H 0.784993 1.252159 -2.018780 0.0 1.5 1.2
H 1.245849 2.599613 -0.466734 -0.8 -2.5 -1.7
H 4.006694 -3.867828 -0.146013 -0.1 0.2 0.0
H -3.555865 0.241046 2.195844 -1.2 -0.8 0.1

19
Properties=species:S:1:pos:R:3:forces:R:3 method="wB97M-V/def2-TZVPD" multiplicity=2 charge=-2 e_tot_ev=-9921.902 e_above_lowest_kcal_mol=48.9
C -1.277237 -2.065854 0.188586 0.6 -1.2 -1.2
N -0.048482 -1.327345 0.020781 -0.7 0.8 0.9
C 1.300317 -1.837829 -0.024507 0.1 -0.7 2.8
C -0.137326 0.010966 0.597341 -1.0 1.5 -0.9
C 0.639421 1.112986 -0.260451 0.5 -0.4 1.7
O -0.048455 2.230437 -0.538567 0.0 -0.3 -0.2
H -1.822161 -1.985601 1.144465 0.3 0.2 0.0
H -1.076472 -3.146111 0.032884 -0.2 0.4 0.1
H -1.921010 -1.722827 -0.647692 -0.4 -0.3 0.5
H 1.804848 -1.972161 1.048956 -0.8 0.6 -1.4
H 1.857773 -1.085135 -0.554571 0.7 -0.1 -0.3
H 1.469259 -2.863527 -0.381360 -0.6 0.4 -0.6
H -1.167945 0.465292 0.779219 0.4 -1.1 -1.7
H 0.017226 0.053850 1.674178 1.6 -0.4 0.7
H 1.132434 0.623175 -1.111052 -0.5 -0.4 -0.6
H 1.524963 1.311852 0.377541 0.5 0.3 0.3
H 0.001234 3.905253 -0.533734 -2.2 0.1 -0.1
H -1.379864 3.831913 -1.160641 0.1 -0.5 0.1
O -0.868523 4.460665 -0.651375 1.4 1.1 0.0

18
Properties=species:S:1:pos:R:3:forces:R:3 method="wB97M-V/def2-TZVPD" multiplicity=1 charge=+1 smiles=CC(O)(O)[n+]1cc[nH]c1 e_tot_ev=-12398.999 e_above_lowest_kcal_mol=45.1
C -1.438348 -0.289047 1.070522 2.0 -0.5 0.5
C -1.082700 0.022545 -0.390062 -0.8 0.4 -1.1
O -1.346401 1.343998 -0.909146 4.5 -1.6 3.6
O -1.556726 -0.942228 -1.249566 -0.4 -0.8 3.9
N 0.445306 0.015927 -0.348200 0.7 -0.3 0.0
C 1.266711 -1.102244 -0.008175 1.5 3.4 -1.0
C 2.544306 -0.612853 -0.089352 2.3 -1.4 1.1
N 2.509734 0.731300 -0.399104 -0.1 -0.5 -0.1
C 1.228967 1.080354 -0.519066 0.5 0.9 -1.1
H -2.460840 -0.412344 1.280800 -1.4 0.2 -0.1
H -0.941769 -1.287573 1.465220 -0.8 2.2 -1.1
H -1.022620 0.585259 1.616750 -0.4 -0.8 0.1
H -2.046273 1.619534 -1.413124 -3.3 -0.1 -1.7
H -1.376701 -0.738385 -2.117962 0.7 0.9 -3.3
H 0.993925 -2.069494 0.261977 -0.9 -1.2 0.2
H 3.572589 -1.096754 0.185061 -2.4 0.8 -0.8
H 3.309907 1.333215 -0.669817 -0.9 -0.7 0.6
H 1.042682 2.113980 -0.843157 -0.8 -0.9 0.3

20
Properties=species:S:1:pos:R:3:forces:R:3 method="wB97M-V/def2-TZVPD" multiplicity=1 charge=-1 e_tot_ev=-9950.064 e_above_lowest_kcal_mol=75.7
C -0.186450 1.887271 -2.164119 0.4 1.3 -0.9
O -1.352537 1.950860 -2.520967 -0.3 -0.1 -0.1
C -0.247728 0.665987 -0.253382 -0.4 -0.9 0.9
C -0.572176 -0.655949 -0.972350 0.8 0.2 0.2
C -0.184309 -0.786737 0.449331 -0.8 -1.8 -0.3
C 0.999596 -1.510395 0.796049 1.0 0.5 0.3
C 1.462976 -1.416601 2.219172 0.1 0.1 0.5
N -1.354361 1.415179 0.313371 0.5 0.3 -0.6
H 0.564725 1.283044 -2.674657 0.0 -0.7 0.0
H 0.277448 2.752490 -1.651640 -0.1 -0.2 0.4
H 0.766422 0.990835 -0.127394 0.0 0.4 -0.1
H 0.186695 -1.107794 -1.603089 0.0 0.4 -0.3
H -1.584796 -0.743570 -1.341949 -0.1 0.1 0.2
H -1.057898 -0.904832 1.117468 0.0 0.6 0.2
H 1.305893 -2.418240 0.283490 -0.3 0.1 -0.3
H 0.927522 -2.086096 2.930869 0.1 -0.1 0.1
H 1.339777 -0.416993 2.657183 -0.3 0.1 -0.2
H 2.540477 -1.577216 2.372585 -0.1 -0.4 -0.2
H -1.785021 1.942557 -0.441246 -0.3 0.0 0.0
H -2.046255 0.736200 0.611275 0.0 0.0 0.2

20
Properties=species:S:1:pos:R:3:forces:R:3 method="wB97M-V/def2-TZVPD" multiplicity=1 charge=-2 e_tot_ev=-41176.484 e_above_lowest_kcal_mol=4.2
C -1.099936 1.486497 0.032353 -0.2 4.8 -2.0
C 3.822915 -1.025054 -1.075059 1.7 -5.0 2.1
C -3.792739 -1.016555 -0.657949 -0.5 -0.3 0.6
C -3.573171 -0.888395 -1.948770 0.1 1.8 -2.0
N -0.791799 0.241994 -0.055267 -0.3 -1.7 -0.3
N 3.078453 -1.141275 -0.006277 0.1 0.0 0.5
O -1.513567 -2.197597 -0.133015 -0.7 0.8 0.1
O -2.148069 2.061302 -0.328103 -0.3 -0.8 0.8
O 3.813906 -0.199605 -1.944061 0.1 2.8 -1.9
O -2.455008 -0.667218 1.561014 -0.5 0.2 0.6
O 1.251421 0.530612 1.494874 0.5 0.8 0.9
O 1.503427 0.853441 -0.964517 -1.8 0.3 0.8
S -2.246141 -0.952522 0.167370 2.4 -1.8 1.5
S 1.026638 -0.141399 0.246979 -1.7 -1.5 -1.1
H -0.259466 2.246007 0.180614 -0.3 -1.3 0.5
H 4.627798 -1.934438 -1.175488 -1.0 1.2 -0.1
H -2.582513 -0.471859 -2.120600 0.0 -0.1 -1.5
H 2.436539 0.690708 -1.079937 1.3 -0.4 -0.6
H -4.310296 -0.823188 -2.814158 0.7 -0.5 1.4
H 3.068179 -2.069221 0.453600 0.5 0.9 -0.6

13
Properties=species:S:1:pos:R:3:forces:R:3 method="wB97M-V/def2-TZVPD" multiplicity=1 charge=+1 e_tot_ev=-8245.835 e_above_lowest_kcal_mol=7.0
C -0.295030 -0.926091 -1.087885 0.7 0.7 0.2
C 0.852720 -0.186230 -1.083339 -1.0 -0.7 -1.0
N 1.338473 -0.203573 0.189410 1.1 0.0 0.2
C 0.550147 -0.936437 0.964411 0.0 -0.6 -0.2
N -0.440677 -1.393441 0.199965 -0.7 0.8 0.0
H -0.993442 -1.091681 -1.885995 -0.1 -0.2 0.1
H 1.356987 0.224491 -1.940443 0.1 0.3 0.3
H 2.246033 0.207751 0.420490 -0.6 -0.3 0.3
H 0.722259 -1.335342 1.951099 0.1 0.7 0.2
H -1.336973 -1.639782 0.605473 0.2 -0.6 -0.1
H -1.496815 2.558855 -0.196465 -0.1 0.2 -0.3
H -1.110545 2.680019 1.262776 -0.1 0.0 0.1
O -1.393137 2.041458 0.600502 0.3 -0.3 0.2

63
Properties=species:S:1:pos:R:3:forces:R:3 method="wB97M-V/def2-TZVPD" multiplicity=1 charge=+2 e_tot_ev=-166391.960 e_above_lowest_kcal_mol=19.4
Sc 0.079101 0.203107 -0.002596 0.2 0.3 -0.5
C -3.565713 -1.389572 -0.912813 -0.6 0.2 -0.7
C -3.888709 0.078929 -0.545070 -0.1 -0.7 0.8
S -2.493887 1.246056 -0.694387 -0.2 -0.9 -0.3
C -3.002690 2.584242 0.391919 -2.0 1.3 -0.6
C -1.805105 3.521456 0.630374 0.6 -0.1 -0.5
S -0.254160 2.659542 1.198264 -0.2 0.6 0.6
C -0.526998 2.453431 3.051524 -0.5 -1.4 -1.7
C -1.517508 1.309368 3.274529 -0.3 1.2 1.0
S -0.806252 -0.185323 2.555024 -0.9 -0.2 0.2
C -2.405540 -1.017793 2.391883 -0.1 -1.0 0.4
C -2.327322 -2.257643 1.505092 0.5 0.0 0.3
S -2.029944 -1.972883 -0.236636 0.8 -0.2 0.0
H -3.388543 -1.555593 -2.004500 -0.3 0.5 0.7
H -4.446348 -2.057130 -0.668506 1.1 0.7 0.0
H -4.249839 0.135819 0.489466 0.2 -0.1 -0.2
H -4.739960 0.369196 -1.124290 -0.3 0.6 -0.7
H -3.484743 2.210661 1.296688 0.4 -0.2 0.0
H -3.896961 3.107843 -0.151801 1.8 -0.5 0.9
H -1.946279 4.342221 1.373630 -0.3 -0.6 -0.8
H -1.505261 3.934239 -0.373106 -0.3 0.0 1.2
H -0.902811 3.384187 3.383788 -0.2 0.9 0.6
H 0.431631 2.169454 3.433369 0.7 0.4 0.3
H -2.478571 1.641716 2.840965 0.4 -0.8 -0.1
H -1.747837 1.139588 4.367520 0.6 0.1 -1.0
H -3.110280 -0.361391 1.927189 -0.2 0.7 -0.1
H -2.800201 -1.218847 3.414841 0.4 -0.2 -0.7
H -3.215519 -2.851285 1.580242 -0.6 -0.3 0.2
H -1.499882 -2.927677 1.726784 0.1 0.0 0.6
C 2.899030 -2.841658 1.593568 -1.3 -0.1 -0.2
C 2.506327 -3.480111 0.242813 1.2 0.5 0.2
C 1.095442 -3.003859 0.027318 0.5 -0.5 0.5
O 1.138557 -1.645895 0.523879 -0.4 0.8 0.3
C 2.335068 -1.459673 1.392781 0.3 0.4 0.1
H 3.950460 -2.729581 1.833724 0.2 -0.5 -0.1
H 2.343045 -3.371777 2.409185 0.7 0.5 -0.5
H 2.675164 -4.535000 0.252380 -0.3 -0.7 -0.2
H 3.144527 -3.046099 -0.526871 0.1 -0.1 -0.2
H 0.387711 -3.636539 0.554706 -0.2 0.2 0.5
H 0.758765 -2.966735 -0.983606 0.2 0.0 -0.6
H 2.031970 -1.020963 2.323494 -0.5 0.3 0.3
H 3.023652 -0.727755 0.917856 -0.5 -0.8 0.0
Br -0.062088 2.598758 -2.423241 0.6 -0.8 -0.7
C 0.230036 0.829549 -3.208285 -0.5 0.9 2.0
C 0.613883 0.776062 -4.532424 -0.1 0.1 -0.2
C 0.670013 -0.478664 -5.095691 -0.9 -1.3 0.9
C 0.273652 -1.602763 -4.294059 1.4 1.7 -1.5
C 0.059186 -1.419284 -2.961032 -0.6 0.5 0.1
N 0.001404 -0.199300 -2.353101 0.5 0.3 -1.6
H 0.786271 1.677421 -5.125202 0.0 -0.3 0.4
H 0.918132 -0.605653 -6.136096 0.1 -0.1 -0.1
H 0.269969 -2.566935 -4.757845 -0.1 -0.5 0.1
H -0.177628 -2.286111 -2.388296 -0.2 -0.2 0.6
N 3.507465 1.723590 -1.766756 0.2 -0.6 -2.0
C 2.980514 1.609804 -0.561098 -0.7 0.0 0.2
O 1.830471 0.983185 -0.425162 0.0 -0.3 -0.3
C 3.597358 2.165555 0.534920 0.0 0.1 -0.1
C 4.821284 2.855249 0.483714 3.2 1.1 -0.3
N 5.895147 3.330026 0.417710 -2.7 -1.0 0.1
C 3.004798 1.804353 1.724850 -1.1 -1.0 2.7
N 2.460972 1.338411 2.646713 0.4 0.9 -1.0
H 4.470813 2.014538 -1.912994 -0.3 0.1 0.3
H 3.084734 1.221922 -2.547229 0.2 0.3 0.5